Entry from the OMol25 dataset: a structure of composition C44H34As2N5OPtS in a non-equilibrium geometry (the ωB97M-V functional and the def2-TZVPD basis).

```
88
Properties=species:S:1:pos:R:3:forces:R:3
Pt -0.912 0.385 -1.421 0.47 0.88 0.16
N -5.198 -1.787 -1.684 0.11 0.03 -0.26
C -4.019 -1.214 -1.915 -0.48 -0.15 1.20
O -3.285 -0.752 -1.026 -0.23 -0.14 -0.60
C -3.610 -1.153 -3.337 -0.93 -0.45 -0.30
C -2.390 -0.571 -3.548 2.00 0.92 -0.31
N -1.342 -0.057 -3.492 -1.34 -0.44 -1.04
C -4.396 -1.647 -4.373 0.59 0.29 0.49
N -5.051 -2.087 -5.209 -0.64 -0.37 -0.71
H -5.767 -2.150 -2.437 -0.02 -0.01 0.05
H -5.553 -1.895 -0.745 0.12 0.07 0.04
C -2.528 3.798 0.031 -1.04 -0.17 -0.34
N -1.130 4.044 0.261 1.04 -0.28 0.02
C -0.605 4.789 1.276 0.06 0.03 0.01
C 0.748 4.824 1.115 0.00 -0.13 0.02
N 1.028 4.095 -0.002 -0.49 0.19 -0.30
C -0.121 3.615 -0.525 0.01 0.41 0.41
S -0.242 2.751 -1.991 -0.04 -1.49 0.20
H -3.073 3.902 0.966 0.08 -0.10 0.00
H -2.665 2.786 -0.365 0.04 0.17 0.20
H -2.934 4.508 -0.693 0.12 0.03 0.06
H -1.225 5.251 2.018 -0.11 0.08 0.13
H 1.507 5.306 1.699 0.12 0.03 0.10
H 1.934 3.984 -0.434 0.10 -0.08 0.09
C 2.519 -1.823 -6.424 0.00 -0.05 0.10
C 2.812 -2.676 -5.365 -0.01 0.10 -0.12
C 2.442 -2.332 -4.075 -0.05 -0.01 0.39
C 1.810 -1.111 -3.856 -0.40 0.15 0.00
C 1.529 -0.246 -4.909 -0.11 0.02 0.18
C 1.880 -0.609 -6.198 0.04 -0.11 -0.05
As 1.420 -0.545 -2.038 1.65 -0.65 0.35
C 1.791 -2.055 -0.891 0.17 0.06 0.36
C 0.973 -3.145 -0.661 -0.13 -0.14 -0.02
C 1.399 -4.148 0.206 0.06 0.16 -0.07
C 2.632 -4.041 0.842 -0.26 -0.08 -0.14
C 3.452 -2.947 0.628 -0.07 0.47 -0.44
C 3.046 -1.934 -0.245 -0.74 -0.54 0.10
C 3.794 -0.727 -0.574 0.21 0.91 -0.50
C 5.083 -0.407 -0.135 -0.54 -0.22 -0.13
C 5.685 0.768 -0.551 -0.07 0.15 -0.17
C 5.034 1.634 -1.423 -0.10 -0.06 0.08
C 3.751 1.336 -1.874 -0.07 0.09 0.03
C 3.141 0.169 -1.456 -0.05 -0.08 0.51
H 2.784 -2.114 -7.430 0.03 0.03 -0.04
H 3.328 -3.610 -5.540 -0.05 0.00 -0.02
H 2.653 -3.002 -3.247 0.01 0.04 -0.10
H 1.026 0.695 -4.721 0.02 0.02 -0.10
H 1.645 0.041 -7.028 0.03 0.06 -0.02
H 0.015 -3.218 -1.166 0.02 -0.12 0.08
H 0.775 -5.009 0.388 -0.08 -0.08 -0.01
H 2.958 -4.828 1.503 0.03 -0.09 0.09
H 4.415 -2.889 1.114 0.05 0.00 0.06
H 5.617 -1.086 0.512 0.04 -0.03 0.07
H 6.679 1.006 -0.206 0.11 0.02 0.01
H 5.530 2.532 -1.757 0.04 0.08 -0.04
H 3.237 2.002 -2.557 0.09 0.05 -0.11
C -1.444 -3.753 3.594 0.01 0.05 -0.02
C -0.226 -3.127 3.374 0.01 -0.01 -0.04
C -0.136 -2.059 2.494 0.18 0.24 -0.10
C -1.284 -1.591 1.867 0.01 -0.12 -0.32
C -2.501 -2.231 2.066 -0.10 0.11 -0.19
C -2.578 -3.312 2.930 -0.08 0.06 -0.10
As -1.287 0.131 0.945 0.68 0.51 1.92
C -0.014 1.087 2.045 -0.17 0.32 0.24
C 1.361 1.124 1.913 0.10 -0.26 -0.22
C 2.130 1.708 2.913 -0.05 0.10 -0.01
C 1.515 2.289 4.018 0.19 -0.07 -0.18
C 0.136 2.305 4.131 -0.35 -0.14 -0.29
C -0.649 1.709 3.142 0.81 -0.17 -0.29
C -2.105 1.666 3.104 -0.85 -0.09 -0.33
C -2.965 2.255 4.035 0.35 -0.23 -0.32
C -4.336 2.158 3.870 -0.19 -0.06 -0.18
C -4.876 1.497 2.772 0.14 -0.05 0.00
C -4.035 0.924 1.821 -0.17 -0.01 -0.05
C -2.668 0.994 1.994 0.02 0.38 0.09
H -1.517 -4.579 4.286 0.03 -0.04 0.05
H 0.656 -3.454 3.903 0.09 -0.07 0.00
H 0.821 -1.580 2.321 0.00 -0.01 0.07
H -3.384 -1.862 1.561 -0.09 -0.06 0.09
H -3.531 -3.789 3.100 -0.06 -0.07 0.01
H 1.830 0.669 1.042 0.11 0.01 0.15
H 3.207 1.693 2.844 0.13 0.04 -0.04
H 2.120 2.734 4.792 0.06 0.02 0.10
H -0.326 2.762 4.992 -0.04 0.07 0.10
H -2.557 2.776 4.887 0.00 0.05 0.12
H -4.995 2.606 4.597 -0.06 0.03 0.10
H -5.947 1.411 2.667 -0.06 0.07 -0.04
H -4.439 0.434 0.945 -0.09 -0.05 0.05
```
Positions in Å, forces in eV/Å.

## Properties
Multiplicity: 5
Net charge: +3
LUMO energy (spin up / spin down): -7.84 / -12.19 eV

Atom-resolved charges from Mulliken, all expressed in e:
1 Pt 1.36
2 N -0.28
3 C 0.79
4 O -0.07
5 C 0.13
6 C 0.23
7 N -0.45
8 C -0.34
9 N -0.20
10 H 0.21
11 H 0.25
12 C -0.72
13 N 0.49
14 C -0.02
15 C -0.72
16 N 0.26
17 C -0.31
18 S -0.03
19 H 0.31
20 H 0.10
21 H 0.38
22 H 0.53
23 H 0.44
24 H 0.22
25 C -0.55
26 C -0.83
27 C -0.35
28 C 0.80
29 C -0.30
30 C -0.80
31 As 1.17
32 C 0.17
33 C -0.70
34 C -0.88
35 C -0.95
36 C -0.46
37 C 0.38
38 C 0.54
39 C -0.81
40 C -0.87
41 C -0.88
42 C -0.65
43 C 0.27
44 H 0.42
45 H 0.44
46 H 0.42
47 H 0.33
48 H 0.44
49 H 0.54
50 H 0.49
51 H 0.48
52 H 0.49
53 H 0.48
54 H 0.48
55 H 0.49
56 H 0.63
57 C -0.78
58 C -0.77
59 C -0.21
60 C 1.10
61 C -0.55
62 C -0.75
63 As 1.15
64 C 0.27
65 C -0.52
66 C -0.68
67 C -1.28
68 C -0.37
69 C 0.20
70 C 0.58
71 C -0.93
72 C -0.94
73 C -0.82
74 C -0.60
75 C 0.18
76 H 0.45
77 H 0.49
78 H 0.38
79 H 0.32
80 H 0.46
81 H 0.27
82 H 0.61
83 H 0.44
84 H 0.53
85 H 0.50
86 H 0.45
87 H 0.51
88 H 0.33